(1)
# C64H61BrCoN4O6Si

A molecular structure, C64H61BrCoN4O6Si (wB97M-V/def2-TZVPD, OMol25).

Element x y z (Å)
Br: -4.411 3.364 1.746
Co: 0.828 -0.138 -0.521
Si: 0.145 0.854 3.306
O: 4.559 -2.886 6.602
O: -5.569 4.312 -5.002
O: 4.248 4.125 -6.720
O: -1.558 2.655 1.227
O: -0.657 0.706 1.831
O: -3.488 -6.971 -4.283
N: 1.092 -2.035 -0.132
N: 2.742 0.084 -0.244
N: -0.940 -0.506 -1.203
N: 0.709 1.687 -1.201
C: -0.222 -0.788 4.247
C: 4.344 4.388 -4.371
C: 1.973 0.904 2.902
C: -1.571 -5.481 -4.044
C: -1.670 1.798 -1.762
C: -2.882 -1.565 -1.805
C: 0.418 -3.080 -0.731
C: -3.230 3.739 -2.286
C: 4.138 3.890 -3.095
C: 2.101 -2.600 0.581
C: -0.928 -4.520 -3.274
C: -3.216 -7.097 -5.660
C: -0.436 2.397 -1.521
C: -4.190 4.314 -3.098
C: -5.466 -0.600 1.592
C: 4.466 -1.291 3.275
C: -4.003 2.485 -4.634
C: -1.754 2.718 4.492
C: 3.604 -2.163 2.568
C: -0.251 2.464 4.299
C: -1.441 -4.115 -2.048
C: -1.907 0.431 -1.517
C: 3.552 0.902 -0.997
C: 3.386 3.520 -7.666
C: -3.026 0.807 1.545
C: 3.574 -0.679 0.517
C: 3.135 -3.288 3.297
C: 3.092 2.023 -1.710
C: 5.247 -1.918 7.356
C: 3.899 1.687 -3.990
C: 4.100 2.179 -5.269
C: -3.231 -5.712 -2.325
C: -2.663 2.507 -2.605
C: 3.104 -1.818 1.279
C: 4.306 -2.599 5.288
C: 4.238 3.548 -5.470
C: 2.115 -3.996 0.403
C: -6.121 3.597 -6.082
C: 3.482 -3.498 4.609
C: -4.596 3.688 -4.271
C: 1.265 3.761 -1.998
C: 0.746 -0.959 5.427
C: -3.070 -0.594 1.564
C: -3.132 -0.226 -1.828
C: 3.817 2.548 -2.892
C: 0.395 2.419 5.691
C: -0.093 3.709 -1.944
C: 4.904 0.606 -0.740
C: -2.590 -4.746 -1.573
C: -5.460 0.785 1.602
C: -3.045 1.915 -3.810
C: -1.661 -0.865 4.774
C: -1.515 -1.727 -1.425
C: -0.828 -2.954 -1.359
C: -1.723 1.497 1.495
C: 0.329 3.671 3.541
C: -2.744 -6.060 -3.580
C: 4.798 -1.494 4.600
C: -4.265 1.482 1.588
C: 1.063 -4.301 -0.441
C: 1.753 2.488 -1.569
C: 4.915 -0.364 0.248
C: -0.009 -1.970 3.291
C: -4.260 -1.285 1.586
H: 4.108 1.505 -6.116
H: 3.103 -4.356 5.151
H: -4.274 1.971 -5.546
H: 4.184 4.560 -2.247
H: 0.320 3.404 6.160
H: 2.191 1.587 2.081
H: -2.378 -0.834 3.953
H: -2.584 0.986 -4.114
H: -1.155 -5.760 -5.002
H: 4.841 -0.411 2.772
H: -6.391 1.335 1.625
H: 4.678 -0.985 7.431
H: -3.569 -2.363 -2.026
H: 3.718 0.629 -3.847
H: 5.773 -0.847 0.689
H: -4.126 -6.206 -1.970
H: 1.450 2.143 5.639
H: -4.023 -7.699 -6.073
H: -6.950 4.196 -6.452
H: 1.418 3.625 3.492
H: 1.044 -2.093 3.044
H: 3.171 4.273 -8.424
H: 0.636 -1.958 5.859
H: 4.532 5.440 -4.543
H: -2.227 2.958 3.543
H: 5.366 -2.342 8.352
H: -0.116 1.704 6.338
H: 6.237 -1.705 6.939
H: -1.905 3.569 5.164
H: 5.437 -0.774 5.095
H: -2.981 -4.469 -0.602
H: -4.255 -2.367 1.580
H: -4.656 5.250 -2.818
H: 2.452 3.204 -7.193
H: -0.021 -4.060 -3.644
H: 0.551 -0.231 6.213
H: 1.783 -0.843 5.105
H: -0.790 4.492 -2.188
H: -0.359 -2.896 3.758
H: -6.503 2.619 -5.769
H: 0.044 4.597 4.049
H: 1.865 4.602 -2.289
H: -2.938 4.232 -1.370
H: 2.469 -3.987 2.816
H: -2.266 1.859 4.925
H: -3.204 -6.121 -6.155
H: 0.771 -5.268 -0.818
H: 2.579 1.192 3.763
H: -1.812 -1.800 5.322
H: 5.747 1.086 -1.212
H: -1.886 -0.042 5.453
H: -0.058 3.714 2.524
H: 3.848 2.656 -8.153
H: 2.297 -0.084 2.588
H: -5.395 3.451 -6.889
H: -2.263 -7.605 -5.842
H: 2.868 -4.668 0.779
H: -6.408 -1.132 1.584
H: -4.070 0.264 -2.025
H: -0.549 -1.832 2.354
H: -2.131 -1.126 1.513

* HOMO energy (alpha / beta): -2.31 / -4.23 eV
* E_LUMO (alpha / beta): 2.23 / 0.80 eV
* net charge: -1
* multiplicity: 5

These are the Mulliken partial charges, in e, on atoms 1 to 5: number 1, Br, carries -0.173; number 2, Co, carries -0.597; number 3, Si, carries -0.542; number 4, O, carries -0.482; number 5, O, carries -0.469

---

(2)
# C64H68N9O20P

10 unconnected molecules or ions with the total composition C64H68N9O20P (wB97M-V/def2-TZVPD, OMol25).

Element x y z (Å)
P: -4.487 5.031 0.586
O: -5.923 3.272 -2.221
O: -12.413 8.442 -5.086
O: -0.242 -4.078 1.650
O: 1.487 -5.249 1.163
O: 1.048 2.163 0.819
O: 3.401 -2.973 7.912
O: 7.678 -5.923 8.335
O: 6.606 -7.638 -6.229
O: 0.469 -3.497 -3.648
O: -6.413 -0.673 -7.698
O: -11.283 6.861 -5.995
O: 0.747 0.955 2.567
O: 5.128 -4.147 7.430
O: 3.059 8.381 -0.933
O: 2.321 -4.530 -3.365
O: -8.544 -0.829 -7.491
O: 8.478 -6.654 -6.588
O: -8.050 3.138 -1.998
O: 3.809 9.878 -2.275
O: 7.888 -6.582 10.367
N: -6.984 2.714 -2.399
N: -11.646 7.506 -5.036
N: 0.786 -4.646 1.947
N: 3.836 8.777 -1.775
N: 1.482 -3.725 -3.023
N: 7.773 -6.791 9.181
N: 4.436 -3.535 8.213
N: 7.300 -6.649 -6.305
N: -7.469 -1.232 -7.884
C: -8.194 -0.344 -4.137
C: 4.916 6.570 -1.697
C: 7.807 -9.200 9.665
C: 7.627 -8.454 7.378
C: 2.872 -3.222 -1.072
C: 0.761 -2.081 -1.328
C: -8.608 -4.318 -9.633
C: 6.836 -2.979 -5.857
C: 7.751 -10.514 9.236
C: 1.710 -2.986 -1.778
C: 0.984 -1.411 -0.138
C: -10.225 6.075 -3.625
C: 1.994 -4.545 5.986
C: -7.400 -4.829 -10.084
C: 6.770 7.381 -3.598
C: -0.081 3.731 -0.809
C: 0.816 -3.923 5.600
C: -0.079 2.383 -0.056
C: 5.799 8.266 -3.165
C: 6.440 -4.053 11.308
C: -10.168 6.384 -1.247
C: 0.420 -3.947 4.274
C: -11.062 7.440 -1.357
C: 5.500 -2.922 -5.485
C: 6.669 -5.349 -6.033
C: 4.751 -4.086 -5.396
C: -11.541 7.816 -2.599
C: 0.698 1.987 2.108
C: 6.813 6.092 -3.087
C: 5.650 -3.402 12.245
C: 4.074 -2.818 10.533
C: 3.090 -2.547 0.114
C: -6.990 1.462 -3.154
C: -2.470 7.064 1.210
C: -9.746 5.704 -2.380
C: 5.336 -5.309 -5.673
C: -5.805 -0.215 -4.355
C: 7.633 -10.800 7.884
C: -1.238 6.184 1.572
C: 7.738 -8.186 8.729
C: 0.300 3.185 2.893
C: -3.419 6.551 0.135
C: -11.120 7.124 -3.718
C: -6.214 -4.168 -9.802
C: 4.881 7.847 -2.222
C: 4.868 -3.478 9.614
C: 0.927 4.737 -0.266
C: -7.446 -2.491 -8.639
C: 7.575 -9.770 6.956
C: 0.580 6.241 -0.289
C: -6.234 -2.990 -9.075
C: 2.783 -5.188 5.044
C: -7.001 -0.861 -4.616
C: 4.469 -2.783 11.857
C: 2.392 -5.218 3.717
C: 7.427 -4.199 -6.133
C: 2.145 -1.646 0.582
C: -8.192 0.826 -3.399
C: 5.887 5.688 -2.136
C: -5.794 0.953 -3.619
C: 6.051 -4.095 9.979
C: -8.634 -3.143 -8.903
C: 0.059 6.779 1.037
C: 1.212 -4.600 3.349
H: 3.006 -5.721 2.985
H: 7.418 -2.071 -5.929
H: 3.856 -2.276 12.589
H: -9.121 1.231 -3.027
H: -0.020 7.854 1.025
H: 0.203 -3.421 6.335
H: 0.394 2.996 3.943
H: 3.994 -2.726 0.679
H: 6.670 -4.609 9.237
H: -9.046 4.881 -2.290
H: -4.420 4.609 -0.779
H: 7.358 -4.532 11.612
H: -12.236 8.637 -2.684
H: -5.273 -4.569 -10.151
H: 2.292 -4.532 7.014
H: 1.527 6.735 -0.438
H: -0.143 -1.897 -1.885
H: -1.409 5.195 1.178
H: -4.122 7.357 -0.048
H: 0.146 3.551 -1.846
H: -4.883 -0.623 -4.733
H: -5.311 -2.475 -8.857
H: -0.497 -3.462 3.975
H: -5.569 5.875 0.958
H: -2.117 8.051 0.959
H: 0.258 -0.707 0.241
H: -1.089 4.108 -0.799
H: 5.922 4.684 -1.738
H: 4.752 -6.214 -5.602
H: 7.485 -9.994 5.903
H: -9.127 -0.850 -4.343
H: -2.882 6.372 -0.789
H: -3.601 4.603 1.624
H: 7.579 -7.653 6.655
H: -9.900 5.544 -4.507
H: 5.042 -1.968 -5.263
H: -5.307 3.851 0.862
H: -7.002 -1.773 -5.197
H: 7.798 -11.317 9.958
H: 0.962 4.004 2.672
H: -11.388 7.969 -0.472
H: -9.799 6.089 -0.273
H: 3.703 -5.668 5.346
H: 7.493 7.695 -4.337
H: -4.860 1.458 -3.421
H: 1.799 4.646 -0.893
H: 7.568 5.399 -3.433
H: 5.954 -3.378 13.282
H: -7.382 -5.746 -10.659
H: -3.027 7.180 2.132
H: 2.310 -1.124 1.516
H: 5.765 9.268 -3.565
H: -1.204 6.070 2.643
H: -0.715 3.488 2.705
H: 0.842 6.552 1.752
H: 3.156 -2.336 10.232
H: -9.575 -2.747 -8.552
H: -0.030 1.602 -0.799
H: 3.609 -3.926 -1.429
H: -9.531 -4.836 -9.853
H: 3.712 -4.041 -5.107
H: 1.234 4.519 0.742
H: 7.585 -11.828 7.552
H: 8.467 -4.242 -6.419
H: -0.021 6.541 -1.134
H: 7.899 -8.980 10.717
H: 4.196 6.254 -0.956
H: -0.979 2.207 0.519

* HOMO energy: -7.97 eV
* SMILES string: CC(=O)OCCCCCCCC[PH4].O=[N+]([O-])c1ccccc1.O=[N+]([O-])c1ccccc1.O=[N+]([O-])c1ccccc1.O=[N+]([O-])c1ccccc1.O=[N+]([O-])c1ccccc1.O=[N+]([O-])c1ccccc1.O=[N+]([O-])c1ccccc1.O=[N+]([O-])c1ccccc1.O=[N+]([O-])c1ccccc1
* E_LUMO: -0.92 eV
* multiplicity: 1

These are the Mulliken partial charges, in e, on atoms 1 to 5: number 1, P, carries 0.204; number 2, O, carries -0.592; number 3, O, carries -0.612; number 4, O, carries -0.623; number 5, O, carries -0.613

---

(3)
# C64H80N3O2V

A molecular structure, C64H80N3O2V (wB97M-V/def2-TZVPD, OMol25).

Element x y z (Å)
V: 0.166 0.278 0.137
O: -0.154 0.402 1.925
O: 1.565 0.324 -1.039
N: -2.035 0.255 -0.489
N: 0.789 2.033 0.470
N: -0.083 -1.708 0.104
C: 0.888 -2.684 -0.084
C: -1.164 1.365 6.197
C: 1.466 2.573 -0.594
C: -2.098 -0.675 -4.493
C: 1.918 4.996 4.378
C: 0.789 2.470 1.748
C: 1.890 -4.430 -1.440
C: -2.633 -5.260 1.709
C: 1.616 3.906 -0.952
C: -4.816 2.211 -3.026
C: 5.217 1.197 -2.914
C: 2.407 5.640 -2.674
C: -1.651 -4.380 1.246
C: -2.050 -3.150 0.749
C: 2.878 1.840 -2.423
C: -4.735 2.604 1.239
C: -2.109 0.288 4.188
C: -3.295 0.399 -2.558
C: 3.000 3.192 -2.749
C: -2.370 -0.955 -0.021
C: 0.138 -0.408 5.008
C: -4.984 -1.089 0.200
C: -0.286 -3.554 -2.204
C: -4.425 -3.703 1.207
C: 3.386 -1.199 2.217
C: -1.044 -4.883 -2.256
C: -1.366 -1.966 0.270
C: -2.961 0.944 -1.286
C: 0.284 -3.206 -3.582
C: -3.590 2.159 -0.927
C: 2.095 -2.008 2.060
C: 3.027 -4.437 -0.661
C: -4.483 2.760 -1.808
C: 3.806 6.222 -2.421
C: 3.744 0.830 -3.166
C: -3.661 -1.524 0.256
C: 2.152 5.614 -4.191
C: -2.664 -0.871 -3.081
C: 3.435 0.910 -4.668
C: 0.834 -3.566 -1.190
C: 1.398 3.588 2.319
C: 1.359 6.569 -2.050
C: -3.694 -2.006 -3.086
C: 1.981 1.513 -1.398
C: -4.212 1.024 -3.386
C: -3.494 2.906 0.388
C: 1.973 -3.038 3.193
C: 2.944 5.706 3.486
C: -5.992 -1.949 0.638
C: -5.752 -3.220 1.132
C: -0.099 1.787 3.924
C: 0.434 2.969 4.424
C: -3.981 -4.953 1.694
C: 2.025 -2.753 0.750
C: -2.239 2.655 1.199
C: 2.651 4.485 5.630
C: 0.139 1.500 2.571
C: -0.808 0.786 4.825
C: -3.429 -2.837 0.753
C: 3.555 -0.613 -2.690
C: 2.327 4.224 -2.106
C: 3.081 -3.593 0.430
C: 0.848 6.012 4.797
C: 1.237 3.829 3.673
H: 1.200 5.135 -4.407
H: -1.649 -1.602 -4.844
H: 3.728 1.877 -5.071
H: 3.660 3.453 -3.562
H: -5.522 2.705 -3.677
H: 0.345 6.397 3.912
H: -3.531 3.977 0.140
H: -0.368 -5.720 -2.418
H: 4.568 5.599 -2.883
H: -3.240 -2.934 -3.428
H: -0.500 -3.248 -4.335
H: -4.705 -5.677 2.047
H: 1.579 6.759 -1.002
H: -2.222 3.294 2.082
H: 2.453 6.230 2.671
H: -1.715 0.620 6.766
H: -1.910 -0.238 3.258
H: 3.659 4.999 3.072
H: -1.788 2.248 6.092
H: 1.833 -5.108 -2.281
H: 1.066 -3.901 -3.877
H: 2.128 6.631 -4.584
H: 1.133 4.666 -0.354
H: 0.109 5.539 5.437
H: 3.566 -0.606 1.320
H: 3.852 -5.094 -0.899
H: -4.524 -1.762 -3.750
H: -5.648 2.836 0.691
H: 1.298 6.846 5.336
H: -4.750 1.556 1.532
H: 3.966 -3.594 1.051
H: 2.367 0.783 -4.835
H: -1.588 -5.045 -1.329
H: -5.236 -0.110 -0.184
H: 3.710 -0.697 -1.617
H: -2.615 -0.400 4.863
H: -4.947 3.691 -1.510
H: -4.716 3.216 2.138
H: 1.045 -0.107 5.532
H: -1.004 -2.781 -1.925
H: 5.450 2.186 -3.296
H: 3.362 3.707 5.361
H: -6.579 -3.833 1.470
H: 4.007 6.270 -1.353
H: 2.740 -3.805 3.090
H: -0.350 -1.205 5.566
H: 4.274 -1.262 -3.191
H: 5.879 0.479 -3.394
H: 3.298 -0.521 3.065
H: 1.000 -3.524 3.166
H: 1.953 4.070 6.351
H: 0.409 -0.791 4.030
H: 2.000 4.235 1.705
H: -2.205 1.621 1.533
H: 0.710 -2.205 -3.566
H: 2.934 5.072 -4.716
H: 1.350 7.527 -2.570
H: 4.246 -1.847 2.392
H: -7.016 -1.598 0.594
H: -1.361 2.864 0.594
H: 2.093 -2.560 4.162
H: -1.831 -1.134 -2.424
H: 3.493 6.444 4.071
H: -2.879 -0.401 -5.200
H: -2.327 -6.227 2.092
H: 2.556 -0.978 -2.905
H: -0.274 1.627 6.761
H: -0.607 -4.657 1.278
H: -1.337 0.104 -4.496
H: 3.190 5.299 6.117
H: 0.369 6.125 -2.130
H: -4.088 -2.165 -2.086
H: 1.251 -1.310 2.102
H: -4.457 0.590 -4.344
H: 3.970 0.134 -5.212
H: -1.761 -4.863 -3.075
H: -2.776 1.123 3.987
H: 3.884 7.227 -2.839
H: 5.416 1.189 -1.844
H: 0.241 3.226 5.453

* HOMO energy (alpha / beta): -3.57 / -3.77 eV
* E_LUMO (alpha / beta): 1.52 / 1.58 eV
* net charge: -1
* multiplicity: 4

These are the Mulliken partial charges, in e, on atoms 1 to 5: number 1, V, carries -0.968; number 2, O, carries 0.381; number 3, O, carries -0.310; number 4, N, carries 1.661; number 5, N, carries 1.255